{"formula": "C8H15O3S3", "method": "the ωB97M-V functional and the def2-TZVPD basis", "species": ["C", "C", "C", "C", "C", "C", "C", "C", "O", "O", "O", "S", "S", "S", "H", "H", "H", "H", "H", "H", "H", "H", "H", "H", "H", "H", "H", "H", "H"], "positions_angstrom": [[-0.620, 1.625, -0.074], [-1.293, 0.926, 1.023], [-0.732, -1.327, 2.202], [0.271, -3.670, -1.506], [0.732, 1.564, -0.618], [-0.837, 0.193, 2.234], [0.087, -2.238, -1.084], [1.123, -1.282, -1.633], [-0.132, 4.995, -1.212], [-0.959, 5.607, 1.076], [1.276, 4.521, 0.765], [-1.834, 0.375, -0.541], [1.565, -0.038, -0.308], [-0.103, 4.740, 0.260], [-1.066, 2.763, -0.258], [-1.601, -1.715, 1.627], [-0.554, -1.852, 3.157], [0.145, -1.816, 1.768], [-0.543, -4.418, -1.457], [0.642, -3.616, -2.563], [1.143, -4.064, -0.886], [1.458, 2.299, -0.180], [0.870, 1.736, -1.629], [0.210, 0.583, 2.380], [-1.588, 0.569, 2.985], [0.085, -2.267, 0.049], [-0.796, -1.689, -1.328], [2.123, -1.724, -1.682], [0.928, -0.780, -2.569]], "fmax_ev_per_a": 4.7, "homo_lumo_gap_ev": [6.3, 7.3], "total_energy_ev": -47184.5023, "charge": -1, "homo_energy_ev": [-3.63, -4.64], "relative_energy_ev": 1.751}


{"formula": "C8H15O4", "method": "the ωB97M-V functional and the def2-TZVPD basis", "species": ["C", "O", "C", "C", "O", "H", "H", "H", "H", "H", "H", "C", "C", "O", "C", "C", "O", "C", "H", "H", "H", "H", "H", "H", "H", "H", "H"], "positions_angstrom": [[4.498, -0.564, -2.775], [3.953, 0.017, -1.620], [2.595, 0.333, -1.743], [1.978, 0.979, -0.511], [2.702, 1.190, 0.462], [5.556, -0.774, -2.576], [3.985, -1.508, -3.025], [4.423, 0.117, -3.642], [1.991, -0.574, -1.961], [2.420, 1.026, -2.592], [0.297, 1.336, -0.463], [-1.460, 3.071, -0.686], [-1.115, 1.789, -0.442], [-2.170, 0.947, -0.183], [-1.854, -0.360, 0.242], [-3.105, -1.087, 0.662], [-3.942, -1.305, -0.445], [-5.140, -1.957, -0.110], [-2.461, 3.352, -1.034], [-0.684, 3.838, -0.720], [-1.161, -0.327, 1.100], [-1.364, -0.913, -0.577], [-3.638, -0.504, 1.436], [-2.808, -2.052, 1.116], [-5.716, -2.096, -1.032], [-4.941, -2.942, 0.346], [-5.735, -1.359, 0.603]], "fmax_ev_per_a": 1.9, "homo_lumo_gap_ev": 5.2, "total_energy_ev": -16724.7812, "charge": -1, "homo_energy_ev": -2.07, "relative_energy_ev": 2.496}


{"formula": "C8H15OP", "method": "the ωB97M-V functional and the def2-TZVPD basis", "species": ["C", "C", "C", "C", "C", "C", "C", "C", "O", "P", "H", "H", "H", "H", "H", "H", "H", "H", "H", "H", "H", "H", "H", "H", "H"], "positions_angstrom": [[-1.108, -1.469, 0.939], [-1.893, -0.793, -0.127], [-0.510, 1.324, 0.344], [0.219, -1.993, 0.407], [-0.108, 0.041, -1.685], [-1.153, 0.437, -0.739], [0.943, 0.880, 0.690], [1.982, 1.905, 0.230], [2.723, -1.148, -0.404], [1.312, -0.698, -0.173], [-0.901, -0.838, 1.734], [-1.645, -2.400, 1.296], [-2.148, -1.501, -0.912], [-2.897, -0.393, 0.143], [-0.371, 2.260, -0.034], [-1.079, 1.394, 1.246], [0.730, -2.645, 1.125], [0.060, -2.748, -0.454], [-0.238, -0.711, -2.350], [0.462, 0.911, -2.112], [-1.903, 0.958, -1.328], [1.052, 0.802, 1.875], [2.232, 1.653, -0.884], [2.736, 1.916, 0.837], [1.504, 2.855, 0.334]], "s2": 2.0074, "fmax_ev_per_a": 6.6, "multiplicity": 3, "homo_lumo_gap_ev": [4.7, 7.7], "total_energy_ev": -19869.8909, "charge": 0, "homo_energy_ev": [-3.79, -9.91], "relative_energy_ev": 1.528}


{"formula": "C8H15OPTa", "method": "the ωB97M-V functional and the def2-TZVPD basis", "species": ["O", "P", "Ta", "C", "C", "C", "C", "C", "C", "C", "C", "H", "H", "H", "H", "H", "H", "H", "H", "H", "H", "H", "H", "H", "H", "H"], "positions_angstrom": [[1.586, -3.463, 1.088], [0.761, -2.734, 0.021], [2.111, -0.735, -0.998], [1.809, 0.588, 0.862], [0.817, 1.825, 0.684], [-0.619, 1.276, 0.374], [-1.195, 0.372, 1.378], [-2.523, -0.173, 1.123], [-3.175, 0.183, -0.123], [-2.612, 1.075, -1.112], [-1.298, 1.641, -0.854], [-0.546, -2.355, 0.496], [0.506, -3.647, -1.064], [3.736, -1.354, -0.344], [2.498, -1.701, -2.557], [0.539, -0.210, -1.815], [2.911, 0.741, -1.820], [1.487, -0.013, 1.756], [2.823, 1.028, 1.113], [0.803, 2.427, 1.640], [1.193, 2.512, -0.118], [-0.613, 0.150, 2.301], [-2.958, -0.839, 1.899], [-4.178, -0.255, -0.321], [-3.112, 1.333, -2.071], [-0.752, 2.329, -1.540]], "fmax_ev_per_a": 2.8, "homo_lumo_gap_ev": 7.3, "total_energy_ev": -21421.7706, "charge": -1, "homo_energy_ev": -4.76}


{"formula": "C8H16", "method": "the ωB97M-V functional and the def2-TZVPD basis", "species": ["C", "C", "C", "C", "C", "C", "C", "C", "H", "H", "H", "H", "H", "H", "H", "H", "H", "H", "H", "H", "H", "H", "H", "H"], "positions_angstrom": [[-0.057, 0.415, -1.151], [-0.741, 0.226, 0.102], [-0.498, -0.469, -2.319], [-1.298, 1.429, 0.811], [-1.436, -1.074, 0.400], [1.206, -0.223, 2.021], [1.697, 0.209, -1.124], [2.414, -0.086, -0.129], [-0.100, 1.464, -1.453], [0.551, -0.026, 1.039], [1.984, 0.392, -2.152], [3.384, -0.355, 0.231], [0.002, -0.160, -3.240], [-1.575, -0.403, -2.481], [-0.242, -1.514, -2.141], [-0.719, 2.331, 0.597], [-1.299, 1.285, 1.897], [-2.339, 1.622, 0.520], [-1.624, -1.172, 1.473], [-2.406, -1.143, -0.108], [-0.842, -1.933, 0.084], [0.352, -0.243, 2.713], [1.730, -1.169, 2.104], [1.857, 0.597, 2.305]], "fmax_ev_per_a": 1.3, "homo_lumo_gap_ev": [7.6, 7.8], "total_energy_ev": -8549.8817, "charge": 0, "homo_energy_ev": [-6.96, -7.26], "relative_energy_ev": 5.229}


{"formula": "C8H16", "method": "the ωB97M-V functional and the def2-TZVPD basis", "species": ["C", "C", "C", "C", "C", "C", "C", "C", "H", "H", "H", "H", "H", "H", "H", "H", "H", "H", "H", "H", "H", "H", "H", "H"], "positions_angstrom": [[-1.726, -0.347, -0.565], [-1.661, 0.771, 0.332], [-0.444, 1.806, 0.082], [1.082, 1.228, 0.600], [1.676, 0.577, -0.683], [1.611, -0.921, -0.163], [0.501, -1.583, 0.519], [-1.117, -1.539, -0.067], [-2.917, -0.352, -0.915], [-1.178, -0.111, -1.455], [-1.676, 0.360, 1.324], [-2.690, 1.165, 0.130], [-0.328, 1.940, -1.150], [-0.589, 3.023, 0.264], [1.411, 2.090, 0.473], [1.091, 0.701, 1.624], [1.164, 0.697, -1.491], [2.593, 1.012, -0.993], [2.296, -1.616, -1.053], [2.390, -0.793, 0.696], [1.105, -2.671, 0.480], [0.511, -1.230, 1.707], [-1.730, -1.883, 0.760], [-0.983, -2.274, -0.726]], "fmax_ev_per_a": 8.8, "smiles": "C1CCCCCCC1", "homo_lumo_gap_ev": 10.6, "total_energy_ev": -8548.4346, "charge": 0, "homo_energy_ev": -9.53, "relative_energy_ev": 6.676}


{"formula": "C8H16AlCl4CsF4KN5O5P", "method": "the ωB97M-V functional and the def2-TZVPD basis", "species": ["C", "C", "N", "N", "C", "N", "C", "N", "N", "H", "H", "H", "H", "H", "H", "H", "H", "H", "H", "F", "Al", "F", "F", "F", "C", "Cl", "Cl", "Cl", "Cl", "O", "P", "O", "O", "O", "C", "C", "O", "C", "H", "H", "H", "H", "H", "H", "Cs", "K"], "positions_angstrom": [[-4.816, 1.933, -0.151], [-5.559, 1.415, -1.371], [-4.905, 0.291, -2.057], [-4.505, -0.727, -1.208], [-5.257, -1.669, -0.644], [-4.544, -2.472, 0.128], [-3.267, -2.018, 0.039], [-2.190, -2.508, 0.587], [-3.224, -0.918, -0.772], [-3.943, 2.497, -0.465], [-5.457, 2.590, 0.434], [-4.492, 1.135, 0.513], [-5.650, 2.223, -2.092], [-6.547, 1.066, -1.078], [-4.139, 0.578, -2.649], [-6.313, -1.751, -0.826], [-1.264, -2.256, 0.223], [-2.248, -3.182, 1.330], [-2.424, -0.338, -1.055], [0.782, 2.519, -0.681], [-0.651, 1.672, -0.283], [-0.405, 0.630, 0.964], [-1.245, 0.872, -1.672], [-1.824, 2.842, 0.135], [3.937, 2.337, -3.228], [2.303, 1.686, -3.181], [4.632, 2.070, -1.640], [4.908, 1.515, -4.457], [3.874, 4.077, -3.605], [0.478, -2.620, 2.000], [1.174, -3.226, 0.759], [2.671, -3.383, 1.040], [0.915, -2.295, -0.450], [0.510, -4.582, 0.453], [6.102, -1.348, 1.361], [5.227, -0.166, 1.683], [4.599, 0.435, 0.852], [5.141, 0.248, 3.137], [6.062, -1.540, 0.293], [7.135, -1.137, 1.657], [5.748, -2.236, 1.887], [6.132, 0.529, 3.510], [4.743, -0.555, 3.734], [4.479, 1.105, 3.229], [3.844, 0.155, 5.219], [-0.529, 4.511, -1.601]], "fmax_ev_per_a": 8.4, "homo_lumo_gap_ev": 1.3, "total_energy_ev": -119964.5980, "charge": -1, "homo_energy_ev": -0.75}


{"formula": "C8H16Br4N2OP", "method": "the ωB97M-V functional and the def2-TZVPD basis", "species": ["C", "C", "N", "C", "P", "O", "C", "N", "H", "H", "H", "H", "H", "H", "H", "H", "Br", "C", "C", "Br", "H", "H", "H", "H", "Br", "C", "C", "Br", "H", "H", "H", "H"], "positions_angstrom": [[3.172, 1.671, -0.188], [1.981, 2.370, -0.872], [1.820, 3.616, -0.879], [0.898, 1.491, -1.551], [-0.665, 2.136, -0.840], [-1.890, 1.026, -0.882], [-2.934, 1.639, -0.289], [-3.679, 2.291, 0.226], [3.919, 1.391, -0.947], [2.776, 0.757, 0.296], [3.563, 2.376, 0.563], [2.618, 4.037, -0.394], [0.937, 1.616, -2.646], [1.093, 0.441, -1.274], [-0.401, 2.404, 0.526], [-0.973, 3.364, -1.458], [4.928, -0.269, 3.563], [3.296, -1.318, 3.721], [3.293, -2.479, 2.761], [2.909, -1.894, 0.941], [2.466, -0.635, 3.567], [3.284, -1.674, 4.750], [2.497, -3.179, 3.010], [4.240, -3.009, 2.727], [-4.393, -0.394, -0.684], [-5.420, -1.900, -1.386], [-4.537, -2.885, -2.105], [-4.032, -2.230, -3.867], [-6.197, -1.480, -2.018], [-5.877, -2.362, -0.512], [-5.073, -3.815, -2.288], [-3.616, -3.101, -1.572]], "fmax_ev_per_a": 5.2, "homo_lumo_gap_ev": 8.6, "total_energy_ev": -303032.6570, "charge": 1, "homo_energy_ev": -12.54}